{
  "formula": "C3H8NO2",
  "method": "ωB97M-V with the def2-TZVPD basis set",
  "fmax_ev_per_a": 6.374,
  "relative_energy_ev": 2.6986,
  "e_lumo_ev": -3.652,
  "total_charge": 1,
  "gap_ev": 10.35,
  "e_homo_ev": -14.00,
  "total_energy_ha": -324.02810,
  "species": ["O", "C", "O", "H", "H", "C", "C", "N", "H", "H", "H", "H", "H", "H"],
  "coordinates": [[-1.323287, 1.642932, 0.482488], [-2.239672, 0.819621, 0.180879], [-2.250315, -0.487188, -0.024785], [-3.230785, 1.264316, 0.501864], [-3.049814, -0.963564, 0.370353], [0.899973, -0.339335, 0.126089], [0.579155, -1.189012, -0.859663], [2.131134, 0.462328, 0.136363], [0.243952, -0.015779, 0.927300], [-0.355285, -1.654132, -0.810359], [1.298945, -1.590061, -1.578178], [1.934145, 1.385030, -0.227580], [2.878403, 0.036704, -0.385630], [2.483452, 0.628143, 1.160853]],
  "forces_ev_per_a": [[-1.64, -4.02, -2.38], [-0.37, 4.62, 4.38], [0.30, -1.10, 0.25], [0.28, -0.75, -1.18], [1.19, 1.39, -0.98], [-1.04, -0.68, -0.88], [2.33, 0.74, 1.36], [0.64, 0.13, 2.79], [-0.01, -0.16, -0.35], [-1.22, -0.54, 0.01], [-0.23, 0.56, -0.04], [-0.06, 0.51, -0.32], [0.53, -0.20, -0.42], [-0.70, -0.49, -2.24]]
}



{
  "formula": "C3H19FeN4O7",
  "method": "ωB97M-V with the def2-TZVPD basis set",
  "fmax_ev_per_a": 4.089,
  "e_lumo_ev": [-9.086, -11.915],
  "total_charge": 2,
  "spin_multiplicity": 6,
  "gap_ev": [6.61, 3.78],
  "e_homo_ev": [-15.70, -15.70],
  "total_energy_ha": -2134.35939,
  "species": ["Fe", "C", "O", "H", "H", "H", "C", "O", "N", "N", "H", "H", "H", "H", "C", "O", "N", "N", "H", "H", "H", "H", "O", "H", "H", "O", "H", "H", "O", "H", "H", "O", "H", "H"],
  "coordinates": [[-2.018021, -2.435904, -1.450746], [-0.598091, 0.203566, -0.054226], [-1.630331, -0.746334, -0.267956], [0.281889, -0.388164, -0.306406], [-0.529031, 1.065406, -0.717956], [-0.549381, 0.624046, 0.950224], [2.814529, -1.535254, -2.061716], [2.740259, -2.713894, -2.098216], [2.921249, -0.779244, -0.976906], [2.728259, -0.706924, -3.109926], [2.990999, -1.265934, -0.094666], [2.811689, 0.221946, -1.052506], [3.211749, 0.177996, -3.052926], [2.488559, -1.117974, -4.000816], [-2.631221, 1.356216, 3.319874], [-3.036611, 1.869136, 4.306724], [-3.025491, 1.624496, 2.088724], [-1.647191, 0.454756, 3.220654], [-3.836911, 2.219846, 2.003564], [-2.715081, 0.973126, 1.382004], [-1.338761, 0.085426, 2.332644], [-0.955451, 0.483796, 3.956014], [1.151329, 2.761336, 1.885034], [0.737099, 2.409246, 1.097214], [1.691919, 3.485236, 1.568854], [1.600669, -1.357194, 2.212434], [0.945369, -1.937884, 1.825624], [1.636069, -1.615134, 3.133544], [-0.129071, -2.489244, -2.305246], [0.712079, -2.198854, -1.952576], [0.096109, -3.191544, -2.915416], [-2.573991, 1.218016, -3.044846], [-2.124201, 1.817946, -3.639836], [-2.220991, 1.427936, -2.180236]],
  "forces_ev_per_a": [[1.67, 3.38, 1.58], [0.80, -1.67, -1.37], [-1.81, -1.42, -0.79], [0.80, 0.67, 0.72], [-0.73, 0.08, -0.41], [0.10, -0.32, 0.16], [0.56, 3.39, -0.47], [-1.10, -3.86, 0.06], [0.05, 0.12, 2.81], [-0.48, 0.44, -2.42], [0.24, 0.54, 0.19], [0.18, -0.41, 0.49], [-0.19, -0.22, -0.54], [0.57, 0.32, -0.07], [-0.26, 0.99, 1.13], [-0.50, 0.00, 1.40], [-1.27, 0.25, -2.21], [2.73, -0.81, 0.75], [-0.14, 0.42, -0.60], [-0.74, 0.15, -0.78], [-0.10, -0.60, 0.00], [0.18, -0.48, 0.51], [-0.34, -0.40, 0.19], [0.05, 0.07, -0.25], [0.23, 0.33, 0.04], [-0.31, 0.45, -0.31], [-0.06, -0.35, -0.08], [0.29, -0.15, 0.36], [-1.79, -0.42, -0.17], [0.95, 0.06, 0.53], [0.41, -0.40, -0.48], [-0.05, -0.49, 0.19], [0.04, 0.22, -0.34], [0.01, 0.12, 0.17]]
}



{
  "formula": "CH8O2S2",
  "method": "ωB97M-V with the def2-TZVPD basis set",
  "fmax_ev_per_a": 3.460,
  "relative_energy_ev": 1.5369,
  "e_lumo_ev": 0.425,
  "gap_ev": 8.82,
  "e_homo_ev": -8.39,
  "total_energy_ha": -989.69518,
  "smiles": "CSS.O.O",
  "species": ["C", "S", "S", "H", "H", "H", "H", "O", "H", "H", "O", "H", "H"],
  "coordinates": [[0.180822, 4.981251, -1.108768], [0.037766, 3.266069, -0.591981], [-1.453187, 2.674096, -1.932374], [0.675421, 5.080765, -2.235400], [-0.871072, 5.504863, -1.143313], [0.908133, 5.582108, -0.481646], [-1.879825, 3.853058, -1.791338], [0.650946, -3.336616, 1.376513], [0.952271, -4.032004, 0.711382], [0.933897, -3.615213, 2.293750], [-0.061978, -7.058616, 1.572852], [-0.456419, -6.477655, 2.267087], [0.383219, -6.422112, 1.063234]],
  "forces_ev_per_a": [[0.49, 1.95, -2.82], [0.29, 0.05, 0.30], [1.27, -1.85, -0.10], [-1.48, -0.41, 2.74], [2.09, -0.89, 0.23], [-1.06, -0.96, -0.30], [-1.62, 2.12, -0.06], [0.75, -1.56, 0.11], [-0.42, 1.37, 1.68], [-0.29, 0.21, -1.79], [-1.33, -0.15, 2.01], [0.23, -0.94, -0.63], [1.05, 1.07, -1.38]]
}